One molecule with the formula C22H18Br2FN3O3S. Source: the Open Molecules 2025 dataset; level of theory: the ωB97M-V functional and the def2-TZVPD basis.

CARTESIAN COORDINATES (ANGSTROEM)
O1 -0.63703 1.93043 -0.53651
O2 0.24858 -3.35631 -3.39868
O3 -0.62194 -5.63411 -3.59622
F1 -3.24771 2.44396 1.57695
Br1 3.17052 6.28954 2.30995
Br2 -2.49452 -1.84917 2.64938
C1 -1.19733 1.76562 0.54488
C2 -2.03459 2.85046 1.11638
C3 -1.70569 4.23809 1.19933
C4 2.70719 -6.30145 0.57134
C5 2.44871 -6.99510 -0.63009
C6 1.90927 5.98191 -0.25063
C7 0.61325 5.16003 1.57921
C8 1.03863 -2.04420 -0.44829
C9 -0.42239 -3.09526 1.11249
C10 2.11739 -5.07915 0.79711
C11 0.91338 5.55780 -1.12350
C12 0.44946 -0.81796 -0.14774
C13 1.67067 -6.39308 -1.62954
C14 1.78261 5.78942 1.10035
C15 -1.06223 -1.88530 1.39511
C16 -0.43549 4.74934 0.71972
C17 0.59751 -3.20204 0.18309
C18 1.21557 -4.50532 -0.15166
C19 -0.27568 4.99414 -0.65278
C20 -0.61018 -0.71017 0.76833
C21 0.96695 -5.16896 -1.36273
N1 -1.23120 4.66027 -1.58234
N2 -1.21122 0.50857 1.17508
N3 -1.56735 -4.06669 -1.91346
C22 -2.62279 5.25610 1.87408
S1 -0.16412 -4.57422 -2.67124
H1 3.40146 -6.69379 1.34390
H2 2.86222 -7.98535 -0.79161
H3 2.81750 6.45586 -0.65621
H4 0.48429 5.05832 2.66439
H5 1.83959 -2.07809 -1.19079
H6 -0.77072 -3.96884 1.65905
H7 2.33526 -4.56013 1.73682
H8 0.99952 5.59622 -2.20381
H9 0.88011 0.05628 -0.62617
H10 1.50851 -6.95170 -2.58448
H11 -0.91919 4.74221 -2.55917
H12 -1.87771 3.89029 -1.33362
H13 -1.92625 0.42564 1.89669
H14 -2.16037 -3.79109 -2.68598
H15 -1.26740 -3.28161 -1.34012
H16 -3.18652 5.83803 1.09115
H17 -3.29717 4.77294 2.54789
H18 -2.03135 5.97764 2.45472

Force components x, y, z for each atom (eV/Å):
O 0.0 0.1 1.3
O 1.2 -1.6 1.6
O 1.5 0.7 2.3
F 0.3 -0.1 0.1
Br -0.3 -0.1 -0.2
Br 0.3 -0.1 -0.2
C 0.4 -1.6 -2.0
C 0.6 4.3 0.8
C -1.6 -4.0 0.9
C 0.3 -0.6 -0.1
C -0.1 0.9 -0.1
C 0.7 0.4 -1.3
C -0.2 0.3 0.1
C -0.3 0.4 0.0
C -0.9 0.0 0.8
C -0.7 0.4 -0.5
C -0.1 0.0 0.5
C 0.3 0.2 -0.1
C -1.0 -0.3 0.0
C -1.3 -0.8 0.8
C 0.8 -0.2 -0.5
C 1.8 0.9 -0.3
C 0.1 0.3 -0.3
C 0.4 -0.4 0.4
C 0.5 -0.4 -0.4
C -0.3 0.5 0.3
C 1.0 -1.0 -0.2
N -0.8 -0.3 -0.3
N -0.4 1.2 0.0
N 1.0 -1.0 1.3
C 0.3 0.2 -1.1
S -2.1 1.1 -3.9
H -0.6 0.1 -0.7
H 0.1 0.2 -0.1
H -0.5 -0.3 0.2
H 0.1 -0.1 -0.5
H -0.3 0.0 0.3
H 0.1 0.0 -0.2
H -0.2 0.0 -0.5
H 0.4 0.4 0.1
H -0.4 0.0 0.2
H 0.0 0.8 0.9
H -0.5 -0.4 0.9
H 0.9 0.8 -0.6
H 0.4 -0.1 -0.1
H -0.1 0.2 0.0
H -0.6 0.3 -0.1
H 0.5 -0.6 0.8
H -0.7 -0.3 0.3
H 0.0 -0.2 -0.3

Values from the calculation:
HOMO   -8.01 eV
Energy above the lowest of the compared OMol25 structures with the same formula, charge and spin   0.0000 eV
Orbital gap   0.2914 Ha
E_tot   -6885.1898 hartree
Structure (SMILES)   C/C(=C(\F)C(=O)Nc1ccc(-c2ccccc2S(N)(=O)=O)cc1Br)c1cc(Br)ccc1N
Max |F|   4.55 eV/A

Results of the Mulliken charge analysis, in e, for atoms 1 through 6:
1. O -0.6511
2. O -0.6280
3. O -0.7003
4. F -0.3763
5. Br -0.2088
6. Br -0.2459



C5H10OS2 as an isolated structure. Source: the Open Molecules 2025 dataset; level of theory: the ωB97M-V functional and the def2-TZVPD basis.

CARTESIAN COORDINATES (ANGSTROEM)
C1 2.49276 1.44026 -0.06454
C2 1.91498 -0.64939 0.61995
C3 -0.42465 -1.80301 -0.39279
C4 -1.18760 -0.73766 0.32208
C5 -3.42728 0.63062 -0.65212
H1 2.41924 2.19950 -0.73265
H2 2.11510 1.86789 1.01287
H3 3.54318 1.09386 0.27369
H4 1.10971 -0.33440 1.36137
H5 3.00488 -0.86957 1.00952
H6 -1.00046 -2.81547 -1.13254
H7 -0.35757 0.14565 1.28722
H8 -4.73230 0.21187 -1.04189
H9 -3.48025 1.63863 0.19850
H10 -2.36571 0.62753 -1.69464
O1 1.80715 0.21892 -0.52931
S1 1.48084 -2.06757 -0.25411
S2 -2.91204 -0.79766 0.40939

Force components x, y, z for each atom (eV/Å):
C 0.5 -2.7 4.8
C 0.1 0.0 -0.9
C -1.9 0.7 1.1
C 5.2 -2.3 -0.3
C -0.4 0.3 -0.3
H 0.1 2.0 -2.2
H 0.1 -1.1 -2.5
H -1.2 1.0 -1.2
H 1.7 -0.6 -0.3
H -2.0 1.0 -0.5
H 1.8 3.7 2.6
H -2.9 -2.5 -3.1
H 4.4 1.8 1.0
H 0.1 -2.8 -3.4
H -3.8 0.5 3.2
O 2.0 3.4 2.7
S -3.7 -2.6 -0.1
S -0.1 0.2 -0.5

Values from the calculation:
HOMO   -8.27 eV
Energy above the lowest of the compared OMol25 structures with the same formula, charge and spin   9.7094 eV
Orbital gap   0.3129 Ha
E_tot   -1067.7592 hartree
Max |F|   5.74 eV/A

Results of the Mulliken charge analysis, in e, for atoms 1 through 6:
1. C -0.6582
2. C -0.3518
3. C -0.0325
4. C -0.2796
5. C -0.6710
6. H 0.3233



C23H39AsN5O3PPtS2 as an isolated structure. Source: the Open Molecules 2025 dataset; level of theory: the ωB97M-V functional and the def2-TZVPD basis.

CARTESIAN COORDINATES (ANGSTROEM)
Pt1 0.30238 -0.93599 -2.21585
O1 4.14055 -1.01133 -0.90981
C1 3.21076 -0.44931 -1.47267
O2 2.32045 -1.13153 -2.12594
C2 3.16959 1.06062 -1.47135
C3 4.40213 1.67375 -1.21921
C4 4.53650 3.04297 -1.12141
C5 3.40396 3.83980 -1.25107
C6 2.18219 3.25870 -1.51082
C7 2.03751 1.86827 -1.64887
S1 0.40282 1.37035 -2.05513
H1 5.25697 1.02413 -1.09317
H2 5.50608 3.48640 -0.93710
H3 3.47581 4.91588 -1.14908
H4 1.29850 3.87663 -1.61941
N1 -2.34990 0.61251 -0.33706
C8 -2.43807 0.51316 -1.65142
S2 -2.01838 -0.97138 -2.45285
N2 -2.86709 1.52707 -2.41142
C9 -3.06586 2.86932 -1.99230
C10 -2.47245 3.88451 -2.73318
C11 -2.65284 5.20317 -2.35353
C12 -3.40809 5.51262 -1.23023
C13 -4.00853 4.49630 -0.50429
C14 -3.85286 3.17152 -0.88856
H5 -1.71850 -0.08438 0.09968
H6 -2.29159 1.54462 0.05290
H7 -2.69394 1.37744 -3.39497
H8 -1.84617 3.63136 -3.57900
H9 -2.18917 5.99175 -2.93079
H10 -3.53309 6.54326 -0.92760
H11 -4.61274 4.73080 0.36200
H12 -4.37175 2.38377 -0.35850
C15 -0.17695 -4.64156 -1.42981
As1 0.37344 -3.27947 -2.69969
C16 -0.72321 -3.77202 -4.22520
C17 2.11746 -3.90837 -3.23334
H13 -0.11479 -5.62389 -1.89748
H14 -1.20097 -4.44991 -1.11277
H15 0.47772 -4.61081 -0.56035
H16 -0.54455 -4.80975 -4.50587
H17 -0.47770 -3.11656 -5.05906
H18 -1.77524 -3.63663 -3.97636
H19 2.03429 -4.93234 -3.59755
H20 2.79403 -3.85011 -2.38372
H21 2.50362 -3.25374 -4.01121
C18 -0.26506 -2.62138 4.21709
N3 -0.78802 -2.22231 2.91935
C19 -0.99165 -3.35816 2.02636
P1 -0.22598 -0.80548 2.23512
O3 -0.42739 -0.82029 0.76576
N4 -1.05413 0.39373 3.02413
C20 -0.65971 1.76222 2.72553
C21 -1.92172 0.24759 4.17185
N5 1.36552 -0.49296 2.56351
C22 2.38744 -1.06855 1.69132
C23 1.84952 -0.12671 3.87884
H22 -0.97351 -3.29668 4.70229
H23 -0.12905 -1.75894 4.86764
H24 0.69662 -3.14150 4.12920
H25 -1.75092 -4.01750 2.45279
H26 -0.06921 -3.93606 1.89178
H27 -1.32675 -3.00412 1.05530
H28 -0.07531 1.79533 1.80608
H29 -0.06167 2.20143 3.53233
H30 -1.55211 2.38167 2.59478
H31 -2.24449 -0.78488 4.27069
H32 -2.81245 0.86847 4.04221
H33 -1.42758 0.56289 5.10026
H34 1.94205 -1.36693 0.74543
H35 2.86095 -1.94108 2.15568
H36 3.16154 -0.33044 1.47889
H37 1.03562 0.24778 4.49929
H38 2.59768 0.66565 3.78888
H39 2.31750 -0.97440 4.39208

Force components x, y, z for each atom (eV/Å):
Pt 0.3 0.0 -0.3
O 0.0 0.0 -0.1
C 0.1 0.1 -0.1
O -0.2 -0.1 0.0
C -0.1 0.0 0.2
C 0.0 0.0 0.1
C 0.0 0.0 0.0
C 0.0 0.0 0.0
C 0.0 0.0 0.0
C 0.1 0.0 -0.1
S -0.1 -0.1 0.1
H 0.0 0.0 0.0
H 0.0 0.0 0.0
H 0.0 0.0 0.0
H 0.0 0.0 0.0
N 0.0 0.1 -0.4
C -0.1 0.1 0.4
S 0.1 0.0 -0.1
N 0.1 0.0 -0.1
C 0.0 0.0 0.0
C 0.0 0.0 0.1
C 0.0 0.0 0.0
C 0.0 0.0 0.0
C 0.0 0.0 0.0
C -0.1 0.0 -0.1
H 0.0 0.0 0.2
H -0.1 0.0 0.0
H -0.1 0.0 0.0
H 0.0 0.0 0.0
H 0.0 0.0 0.0
H 0.0 0.0 0.0
H 0.0 0.0 0.0
H 0.0 0.0 0.0
C 0.0 0.1 0.1
As -0.1 0.0 -0.1
C 0.0 0.0 0.0
C 0.0 0.0 0.0
H 0.0 0.0 0.0
H 0.0 0.0 0.0
H 0.0 0.0 0.0
H 0.0 0.0 0.0
H 0.0 0.0 0.0
H 0.0 0.0 0.0
H 0.0 0.0 0.0
H 0.0 0.0 0.0
H 0.0 0.0 0.0
C 0.0 0.0 0.0
N 0.2 0.0 -0.1
C -0.1 0.0 0.0
P 0.0 0.2 0.2
O 0.0 -0.3 0.2
N 0.2 -0.1 0.0
C 0.0 0.0 0.0
C -0.1 0.0 0.0
N -0.1 -0.3 0.0
C 0.0 0.0 0.0
C 0.0 0.1 0.0
H 0.0 0.0 0.0
H 0.0 0.0 0.0
H 0.0 0.0 0.0
H 0.0 0.0 0.0
H 0.0 0.0 0.0
H 0.0 0.0 0.0
H 0.0 0.0 0.0
H 0.0 0.0 0.0
H 0.0 0.0 0.0
H 0.0 0.0 0.0
H 0.0 0.0 0.0
H 0.0 0.0 0.0
H 0.0 0.0 0.0
H 0.0 0.0 0.0
H 0.0 0.0 0.0
H 0.0 0.0 0.0
H 0.0 0.0 0.0
H 0.0 0.0 0.0

Values from the calculation:
HOMO   -6.75 eV
Energy above the lowest of the compared OMol25 structures with the same formula, charge and spin   0.0000 eV
Orbital gap   0.2632 Ha
E_tot   -4892.2949 hartree
Max |F|   0.46 eV/A

Results of the Mulliken charge analysis, in e, for atoms 1 through 6:
1. Pt 0.9947
2. O -0.6901
3. C 0.0621
4. O -0.7294
5. C 0.3688
6. C -0.5858



- Which of these has the highest HOMO?
  C23H39AsN5O3PPtS2



- Number 1 is which compound?
  C22H18Br2FN3O3S